{"formula": "C3H3ClN2O", "method": "the ωB97M-V functional and the def2-TZVPD basis", "elements": ["C", "C", "C", "N", "N", "O", "Cl", "H", "H", "H"], "coordinates": [[-0.29, 1.02, 0.03], [0.95, 0.30, -0.05], [-2.47, 0.23, -0.67], [-1.45, 0.54, -0.12], [1.05, -0.99, -0.17], [2.35, -1.56, -0.09], [-3.83, -0.27, 0.17], [-0.45, 2.08, 0.37], [1.85, 1.06, 0.14], [2.31, -2.42, 0.39]], "homo_lumo_gap_ev": [7.62, 7.61], "e_tot_ha": -760.88047, "max_force_ev_per_a": 3.29, "relative_energy_kj_mol": 475.4, "spin_multiplicity": 1, "lumo_ev": [-0.64, -0.64], "total_charge": 0}